# 1
{"formula": "C39H104O13", "method": "ωB97M-V/def2-TZVPD", "symbols": ["C", "C", "C", "O", "H", "H", "H", "H", "H", "H", "H", "H", "C", "C", "C", "O", "H", "H", "H", "H", "H", "H", "H", "H", "C", "C", "C", "O", "H", "H", "H", "H", "H", "H", "H", "H", "C", "C", "C", "O", "H", "H", "H", "H", "H", "H", "H", "H", "C", "C", "C", "O", "H", "H", "H", "H", "H", "H", "H", "H", "C", "C", "C", "O", "H", "H", "H", "H", "H", "H", "H", "H", "C", "C", "C", "O", "H", "H", "H", "H", "H", "H", "H", "H", "C", "C", "C", "O", "H", "H", "H", "H", "H", "H", "H", "H", "C", "C", "C", "O", "H", "H", "H", "H", "H", "H", "H", "H", "C", "C", "C", "O", "H", "H", "H", "H", "H", "H", "H", "H", "C", "C", "C", "O", "H", "H", "H", "H", "H", "H", "H", "H", "C", "C", "C", "O", "H", "H", "H", "H", "H", "H", "H", "H", "C", "C", "C", "O", "H", "H", "H", "H", "H", "H", "H", "H"], "coordinates": [[13.45, 15.84, -20.13], [12.31, 15.09, -20.88], [12.34, 13.58, -20.63], [11.07, 15.53, -20.30], [13.57, 15.50, -19.10], [13.44, 16.93, -20.17], [14.40, 15.61, -20.62], [12.35, 15.32, -21.95], [13.18, 13.16, -21.19], [11.49, 13.02, -20.99], [12.40, 13.33, -19.58], [11.26, 16.19, -19.63], [8.95, 17.73, -17.18], [9.88, 18.03, -18.37], [10.41, 19.46, -18.62], [11.06, 17.31, -18.19], [8.57, 16.72, -17.26], [8.13, 18.44, -17.27], [9.41, 17.98, -16.22], [9.37, 17.60, -19.24], [11.19, 19.60, -19.36], [10.77, 19.87, -17.67], [9.54, 20.01, -18.98], [11.47, 17.74, -17.44], [18.31, 18.10, -18.84], [18.03, 18.31, -20.32], [16.67, 17.63, -20.67], [17.98, 19.73, -20.57], [19.30, 18.51, -18.63], [18.31, 17.04, -18.58], [17.62, 18.61, -18.17], [18.83, 17.88, -20.92], [16.69, 16.54, -20.59], [16.38, 17.92, -21.68], [15.92, 17.91, -19.93], [17.15, 20.05, -20.22], [12.98, 23.78, -27.31], [12.79, 24.00, -25.84], [13.81, 23.22, -24.99], [12.92, 25.35, -25.55], [14.00, 24.05, -27.59], [12.33, 24.36, -27.96], [12.89, 22.73, -27.57], [11.80, 23.64, -25.56], [13.53, 23.13, -23.94], [14.80, 23.67, -25.07], [13.89, 22.18, -25.30], [12.10, 25.78, -25.78], [18.18, 23.59, -15.85], [18.14, 23.16, -17.31], [18.84, 21.79, -17.63], [16.86, 23.10, -17.85], [17.48, 23.01, -15.25], [17.88, 24.63, -15.82], [19.19, 23.57, -15.43], [18.68, 23.92, -17.88], [19.92, 21.76, -17.46], [18.77, 21.60, -18.70], [18.45, 20.91, -17.11], [16.44, 23.92, -17.56], [13.65, 23.97, -15.96], [14.20, 24.94, -17.07], [13.44, 26.27, -17.32], [15.53, 25.22, -16.69], [13.63, 24.41, -14.97], [14.20, 23.03, -15.96], [12.65, 23.63, -16.24], [14.29, 24.35, -17.98], [13.05, 26.75, -16.43], [12.58, 26.09, -17.97], [14.09, 26.98, -17.84], [15.50, 25.68, -15.85], [18.61, 24.48, -21.20], [19.41, 24.72, -22.49], [19.75, 26.22, -22.76], [20.61, 23.95, -22.47], [17.58, 24.82, -21.22], [19.08, 25.04, -20.39], [18.59, 23.43, -20.90], [18.83, 24.40, -23.36], [20.27, 26.71, -21.93], [18.89, 26.86, -22.97], [20.38, 26.30, -23.64], [20.38, 23.02, -22.37], [14.30, 17.70, -16.92], [13.54, 17.99, -15.59], [14.21, 19.12, -14.82], [12.23, 18.42, -15.94], [13.67, 17.09, -17.56], [15.15, 17.09, -16.61], [14.67, 18.51, -17.54], [13.57, 17.17, -14.88], [14.28, 19.96, -15.52], [15.22, 18.91, -14.46], [13.57, 19.36, -13.98], [11.78, 18.77, -15.17], [14.75, 26.63, -20.91], [14.40, 26.55, -22.41], [15.43, 25.71, -23.01], [13.14, 25.88, -22.57], [13.93, 27.12, -20.38], [15.68, 27.16, -20.70], [14.87, 25.64, -20.49], [14.44, 27.52, -22.90], [15.17, 25.62, -24.07], [15.65, 24.73, -22.59], [16.41, 26.19, -22.92], [12.90, 25.77, -23.49], [12.39, 19.85, -23.26], [12.33, 19.53, -24.76], [11.51, 18.28, -25.10], [11.84, 20.63, -25.53], [11.35, 19.94, -22.96], [13.02, 20.70, -22.99], [12.83, 18.98, -22.77], [13.38, 19.37, -25.03], [11.92, 17.31, -24.83], [11.47, 18.24, -26.19], [10.49, 18.30, -24.74], [11.16, 21.14, -25.09], [19.83, 19.34, -23.60], [19.34, 20.78, -23.38], [17.82, 21.14, -23.58], [19.77, 21.09, -22.09], [19.77, 18.99, -24.63], [19.17, 18.66, -23.06], [20.83, 19.15, -23.23], [19.88, 21.43, -24.07], [17.20, 20.87, -22.73], [17.47, 20.64, -24.48], [17.75, 22.19, -23.86], [19.28, 20.55, -21.46], [11.36, 23.75, -19.64], [10.43, 24.02, -20.86], [10.04, 25.47, -21.02], [11.20, 23.72, -22.00], [12.27, 24.34, -19.70], [11.71, 22.71, -19.64], [10.92, 24.01, -18.68], [9.58, 23.34, -20.84], [10.95, 26.05, -20.84], [9.25, 25.81, -20.36], [9.78, 25.74, -22.04], [11.92, 24.36, -21.96], [15.03, 22.60, -20.83], [14.67, 21.59, -19.72], [13.86, 20.43, -20.19], [15.82, 20.99, -19.31], [14.21, 23.25, -21.13], [15.48, 22.14, -21.71], [15.82, 23.26, -20.47], [14.20, 22.12, -18.90], [13.79, 19.61, -19.48], [14.30, 20.06, -21.11], [12.88, 20.81, -20.48], [16.42, 21.60, -18.88]], "lowdin_charge": [-0.06, -0.43, -0.07, -0.07, 0.08, 0.06, 0.06, 0.12, 0.07, 0.08, 0.08, 0.02, -0.03, -0.47, -0.03, -0.10, 0.09, 0.08, 0.07, 0.14, 0.06, 0.07, 0.07, 0.03, -0.05, -0.42, -0.04, -0.10, 0.08, 0.09, 0.07, 0.13, 0.08, 0.08, 0.06, 0.05, -0.05, -0.51, -0.04, -0.05, 0.09, 0.08, 0.08, 0.14, 0.07, 0.07, 0.07, 0.11, -0.04, -0.48, -0.03, -0.06, 0.09, 0.07, 0.09, 0.12, 0.08, 0.05, 0.08, 0.05, -0.02, -0.45, -0.03, -0.09, 0.08, 0.07, 0.07, 0.11, 0.08, 0.06, 0.07, 0.11, 0.02, -0.33, 0.00, 0.26, 0.08, 0.10, 0.09, 0.18, 0.10, 0.09, 0.09, 0.09, -0.03, -0.44, -0.06, -0.06, 0.05, 0.09, 0.06, 0.14, 0.07, 0.09, 0.08, 0.10, -0.04, -0.45, -0.09, -0.05, 0.07, 0.08, 0.06, 0.15, 0.08, 0.07, 0.07, 0.06, -0.06, -0.48, -0.05, -0.06, 0.09, 0.06, 0.08, 0.13, 0.07, 0.08, 0.08, 0.09, -0.02, -0.45, -0.01, -0.05, 0.09, 0.07, 0.09, 0.13, 0.06, 0.09, 0.06, 0.05, -0.04, -0.46, -0.05, -0.07, 0.05, 0.06, 0.08, 0.14, 0.07, 0.08, 0.08, 0.03, -0.02, -0.50, -0.04, -0.07, 0.07, 0.07, 0.05, 0.13, 0.08, 0.07, 0.07, 0.05], "total_charge": 1, "e_above_lowest_ev": 0.000, "s_squared": 0.75, "lumo_energy_ev": [-2.063, -8.953], "spin_multiplicity": 2, "e_tot_ev": -68737.051, "homo_lumo_gap_ev": [8.70, 1.81], "homo_energy_ev": [-10.76, -10.76]}

# 2
{"formula": "C3H7NO", "method": "ωB97M-V/def2-TZVPD", "symbols": ["C", "C", "C", "N", "O", "H", "H", "H", "H", "H", "H", "H"], "coordinates": [[-1.73, 1.34, -1.26], [0.43, -1.30, 0.96], [1.24, -0.11, 0.42], [-1.05, 1.42, -0.26], [0.76, 0.67, -0.63], [-2.85, 1.72, -1.32], [-1.32, 0.96, -2.22], [1.19, -2.13, 1.19], [-0.01, -1.23, 2.03], [-0.29, -1.59, 0.09], [2.05, -0.31, -0.24], [1.58, 0.55, 1.23]], "lowdin_charge": [-0.16, -0.10, -0.38, 0.11, -0.15, 0.12, 0.08, 0.08, 0.09, 0.10, 0.11, 0.11], "e_above_lowest_ev": 5.758, "lumo_energy_ev": [0.062, -0.075], "e_tot_ev": -6756.993, "homo_lumo_gap_ev": [9.43, 9.74], "homo_energy_ev": [-9.37, -9.82]}

# 3
{"formula": "C37H36FeN5O7", "method": "ωB97M-V/def2-TZVPD", "symbols": ["Fe", "O", "C", "C", "C", "N", "C", "C", "C", "O", "O", "C", "O", "O", "H", "H", "H", "C", "N", "C", "C", "C", "C", "C", "C", "C", "N", "C", "C", "C", "C", "C", "C", "N", "C", "C", "H", "H", "H", "H", "H", "H", "H", "H", "H", "H", "H", "H", "H", "H", "H", "H", "H", "H", "H", "H", "C", "O", "C", "C", "C", "C", "C", "C", "N", "C", "C", "C", "C", "C", "C", "C", "O", "H", "H", "H", "H", "H", "H", "H", "H", "H", "H", "H", "H", "H"], "coordinates": [[1.48, 1.30, 0.12], [4.04, 6.91, 1.84], [3.50, 5.69, 1.62], [2.86, 4.96, 2.61], [2.34, 3.72, 2.30], [2.41, 3.21, 1.07], [3.02, 3.92, 0.11], [3.58, 5.15, 0.34], [3.08, 3.26, -1.26], [3.62, 3.83, -2.19], [2.52, 2.11, -1.28], [1.65, 2.87, 3.43], [1.07, 3.54, 4.29], [1.80, 1.63, 3.31], [3.91, 7.16, 2.76], [2.74, 5.34, 3.62], [4.07, 5.68, -0.47], [-1.05, 2.33, -1.54], [-0.50, 2.56, -0.20], [-0.24, 3.99, 0.02], [-1.33, 2.07, 0.88], [-2.62, 2.53, 1.09], [-3.30, 2.24, 2.26], [-2.64, 1.56, 3.28], [-1.37, 1.06, 3.07], [-0.75, 1.20, 1.82], [0.41, 0.56, 1.45], [0.79, -0.65, 2.00], [-0.08, -1.56, 2.62], [0.40, -2.71, 3.22], [1.76, -2.98, 3.20], [2.61, -2.15, 2.48], [2.13, -1.02, 1.84], [2.96, -0.26, 0.95], [3.39, -1.08, -0.19], [4.11, 0.39, 1.59], [-1.93, 2.96, -1.74], [-1.32, 1.28, -1.65], [-0.27, 2.57, -2.27], [-1.16, 4.59, -0.10], [0.50, 4.34, -0.70], [0.14, 4.14, 1.03], [-3.09, 3.14, 0.33], [-4.31, 2.60, 2.40], [-3.11, 1.44, 4.25], [-0.82, 0.59, 3.87], [-1.15, -1.38, 2.61], [-0.29, -3.38, 3.71], [2.16, -3.86, 3.70], [3.66, -2.40, 2.41], [4.17, -1.79, 0.09], [3.77, -0.42, -0.97], [2.54, -1.63, -0.59], [4.86, -0.34, 1.94], [3.75, 0.98, 2.43], [4.59, 1.05, 0.86], [-3.45, -6.99, -0.98], [-2.90, -5.69, -1.05], [-3.61, -4.74, -1.73], [-4.82, -4.96, -2.37], [-5.45, -3.91, -3.03], [-4.87, -2.65, -3.04], [-3.66, -2.43, -2.41], [-3.01, -3.47, -1.75], [-1.82, -3.30, -1.03], [-0.89, -2.35, -1.17], [-0.46, -1.73, -2.34], [-0.78, -2.16, -3.65], [-0.22, -1.57, -4.74], [0.70, -0.50, -4.58], [1.03, -0.04, -3.33], [0.46, -0.62, -2.17], [0.71, -0.20, -1.01], [-4.39, -6.99, -0.43], [-2.72, -7.59, -0.44], [-3.60, -7.42, -1.97], [-5.28, -5.93, -2.36], [-6.40, -4.08, -3.51], [-5.38, -1.83, -3.53], [-3.21, -1.45, -2.40], [-1.69, -3.96, -0.28], [-0.37, -2.08, -0.25], [-1.46, -3.00, -3.79], [-0.47, -1.92, -5.73], [1.16, -0.05, -5.45], [1.73, 0.77, -3.19]], "lowdin_charge": [0.68, 0.08, -0.29, 0.06, -0.16, 0.12, -0.18, 0.07, -0.59, 0.06, -0.11, -0.64, -0.01, -0.03, 0.11, 0.13, 0.13, -0.05, -0.20, -0.04, -0.17, -0.02, -0.07, -0.06, -0.01, -0.18, 0.05, -0.20, -0.02, -0.08, -0.07, -0.01, -0.18, -0.20, -0.05, -0.05, 0.09, 0.09, 0.10, 0.10, 0.10, 0.09, 0.11, 0.10, 0.11, 0.13, 0.11, 0.10, 0.10, 0.12, 0.09, 0.10, 0.08, 0.09, 0.08, 0.09, -0.07, -0.09, -0.22, -0.02, -0.08, -0.08, -0.02, -0.17, 0.12, 0.04, -0.13, -0.03, -0.08, -0.04, 0.01, -0.35, -0.08, 0.10, 0.10, 0.10, 0.11, 0.11, 0.11, 0.12, 0.16, 0.13, 0.11, 0.10, 0.11, 0.11], "s_squared": 0.79, "lumo_energy_ev": [-1.425, -1.520], "spin_multiplicity": 2, "e_tot_ev": -95123.360, "homo_lumo_gap_ev": [6.12, 6.32], "homo_energy_ev": [-7.54, -7.84]}

# 4
{"formula": "C3H8N2OS", "method": "ωB97M-V/def2-TZVPD", "symbols": ["N", "C", "O", "C", "N", "C", "S", "H", "H", "H", "H", "H", "H", "H", "H"], "coordinates": [[0.14, -1.53, -2.09], [-0.17, -0.31, -1.52], [-0.19, 0.71, -2.17], [-0.67, -0.30, -0.08], [-0.23, -1.48, 0.66], [-0.31, 1.15, 0.52], [0.72, 1.03, 2.07], [-0.39, -2.35, -1.87], [0.94, -1.59, -2.66], [-1.73, -0.52, 0.04], [0.64, -1.48, 1.15], [-0.92, -1.86, 1.28], [-1.27, 1.64, 0.64], [0.35, 1.71, -0.13], [-0.28, 0.74, 2.93]], "lowdin_charge": [0.15, -0.49, 0.07, -0.34, -0.01, -0.44, 0.68, 0.09, 0.09, 0.14, 0.04, 0.07, 0.07, 0.05, -0.15], "e_above_lowest_ev": 1.292, "lumo_energy_ev": 0.625, "e_tot_ev": -19103.210, "homo_lumo_gap_ev": 9.81, "homo_energy_ev": -9.19}